# 1
C4H11BO2 | ωB97M-V with the def2-TZVPD basis set

Its LUMO energy is 0.4735 eV. The highest occupied orbital energy comes out at -8.224 eV. The calculation puts the relative energy (zero: lowest compared OMol25 entry of this formula, charge and spin) at 74.7 kcal/mol. The calculation puts the total energy at -334.3200 a.u. The gap between HOMO and LUMO is 8.697 eV.

Geometry as XYZ:
```
18
C4H11BO2 | the OMol25 dataset | ωB97M-V with the def2-TZVPD basis set
B -2.68 -0.02 0.25
C 2.03 -0.16 0.43
C 0.27 0.72 -1.23
C -0.45 -0.66 0.82
C 0.52 0.31 0.31
O -3.53 0.29 1.22
O -3.03 -0.13 -1.05
H 2.05 -1.14 -0.09
H 2.36 0.01 1.47
H 2.58 0.63 -0.15
H 0.97 0.16 -1.82
H 0.38 1.78 -1.34
H -0.76 0.52 -1.55
H -0.54 -1.58 0.21
H -0.53 -0.85 1.79
H 0.44 1.29 0.98
H -4.36 0.53 0.94
H -2.29 -0.61 -1.41
```

Taken from the Löwdin analysis, the atomic charges in e are:
1. B -0.444
2. C -0.090
3. C -0.057
4. C -0.045
5. C -0.488
6. O 0.214
7. O 0.157
8. H 0.083
9. H 0.073
10. H 0.075
11. H 0.061
12. H 0.063
13. H 0.038
14. H 0.067
15. H 0.002
16. H 0.155
17. H 0.070
18. H 0.067


# 2
C4H11BeClF5OTeTl | ωB97M-V with the def2-TZVPD basis set

Its LUMO energy is 4.1961 eV. The total charge is -2. The highest occupied orbital energy comes out at 0.085 eV. The calculation puts the total energy at -1649.0346 a.u. The gap between HOMO and LUMO is 4.112 eV.

Geometry as XYZ:
```
25
C4H11BeClF5OTeTl | the OMol25 dataset | ωB97M-V with the def2-TZVPD basis set
Tl -0.09 2.00 -1.00
Cl -1.44 3.58 0.29
C -1.44 1.44 -2.63
C 1.76 3.11 -1.38
H -1.01 1.84 -3.56
H -1.50 0.35 -2.62
H -2.39 1.93 -2.37
H 1.82 3.28 -2.46
H 2.58 2.49 -1.00
H 1.63 4.04 -0.82
Be 0.62 -0.98 0.69
C 1.84 -0.87 1.81
C 0.87 -0.17 -0.78
H 2.82 -0.70 1.35
H 1.65 -0.02 2.48
H 1.90 -1.76 2.45
H 1.88 0.11 -1.12
H 0.31 -0.57 -1.64
F -0.43 -4.04 1.22
Te -1.68 -2.71 1.74
F -2.82 -3.19 0.31
F -2.54 -4.00 2.84
F -2.93 -1.42 2.32
F -0.57 -2.29 3.22
O -0.84 -1.45 0.67
```

Taken from the Löwdin analysis, the atomic charges in e are:
1. Tl 0.519
2. Cl -0.247
3. C -0.313
4. C -0.319
5. H -0.052
6. H -0.041
7. H -0.054
8. H -0.051
9. H -0.044
10. H -0.057
11. Be -0.094
12. C -0.201
13. C -0.294
14. H -0.019
15. H -0.013
16. H -0.037
17. H -0.066
18. H -0.075
19. F -0.395
20. Te 1.892
21. F -0.390
22. F -0.393
23. F -0.388
24. F -0.392
25. O -0.479


# 3
C4H11Br2CaNO | ωB97M-V with the def2-TZVPD basis set

Its LUMO energy (spin up / spin down) is -3.7199 / -8.3246 eV. The expectation value of S² is 0.761. The total charge is +1. The highest occupied orbital energy (spin up / spin down) comes out at -13.682 / -12.288 eV. The calculation puts the total energy at -6114.4557 a.u. The multiplicity is 2. The gap between HOMO and LUMO (spin up / spin down) is 9.962 / 3.963 eV.

Geometry as XYZ:
```
20
C4H11Br2CaNO | the OMol25 dataset | ωB97M-V with the def2-TZVPD basis set
Ca 27.45 -4.09 -15.63
Br 24.75 -4.62 -16.03
Br 28.49 -4.33 -18.30
C 28.14 -3.56 -11.20
C 28.18 -3.38 -12.69
C 29.56 -3.71 -13.29
O 29.55 -3.77 -14.71
C 30.76 -4.30 -15.22
N 27.11 -4.12 -13.29
H 28.31 -4.59 -10.90
H 27.15 -3.27 -10.85
H 28.86 -2.93 -10.69
H 28.02 -2.32 -12.92
H 29.89 -4.69 -12.93
H 30.36 -3.03 -13.00
H 31.69 -3.78 -14.99
H 30.81 -4.44 -16.30
H 30.97 -5.33 -14.91
H 27.22 -5.11 -13.13
H 26.40 -3.69 -12.72
```

Taken from the Löwdin analysis, the atomic charges in e are:
1. Ca 0.935
2. Br -0.087
3. Br 0.093
4. C -0.037
5. C -0.460
6. C -0.161
7. O -0.354
8. C -0.099
9. N -0.068
10. H 0.101
11. H 0.096
12. H 0.102
13. H 0.154
14. H 0.137
15. H 0.149
16. H 0.111
17. H 0.065
18. H 0.104
19. H 0.111
20. H 0.108


# 4
C4H11BrN3O4P | ωB97M-V with the def2-TZVPD basis set

Its LUMO energy is -1.3070 eV. The highest occupied orbital energy comes out at -7.995 eV. The calculation puts the total energy at -3539.4306 a.u. The gap between HOMO and LUMO is 6.688 eV.

Geometry as XYZ:
```
24
C4H11BrN3O4P | the OMol25 dataset | ωB97M-V with the def2-TZVPD basis set
N 2.05 -1.73 -0.41
C 0.81 -0.90 -0.09
N 1.01 0.57 0.17
P 2.24 1.30 -0.90
O 3.78 0.90 -0.16
Br 2.14 3.57 -0.91
N -0.47 -1.47 0.00
C -1.73 -0.69 0.36
C -2.59 -0.27 -1.00
O -3.74 0.62 -0.68
C -3.20 1.99 -0.40
O -3.08 2.84 -1.43
H 1.67 -2.66 -0.71
H 2.53 -1.92 0.51
H 1.17 0.79 1.18
H 3.54 0.79 0.83
H -0.51 -2.51 -0.20
H -1.48 0.29 0.99
H -2.35 -1.38 1.10
H -1.85 0.19 -1.79
H -2.99 -1.29 -1.46
H -2.86 2.21 0.72
O 2.77 -0.20 2.01
H 3.15 -1.03 2.25
```

Taken from the Löwdin analysis, the atomic charges in e are:
1. N 0.106
2. C -0.218
3. N -0.226
4. P 0.502
5. O -0.427
6. Br 0.164
7. N 0.061
8. C -0.129
9. C -0.161
10. O -0.141
11. C -0.127
12. O -0.005
13. H 0.087
14. H 0.099
15. H 0.077
16. H -0.006
17. H 0.172
18. H 0.132
19. H 0.150
20. H 0.142
21. H 0.146
22. H 0.172
23. O -0.449
24. H -0.122


# 5
C4H11BrNO | ωB97M-V with the def2-TZVPD basis set

Its LUMO energy (spin up / spin down) is -5.0044 / -3.9493 eV. The total charge is +1. The highest occupied orbital energy (spin up / spin down) comes out at -11.712 / -13.256 eV. The calculation puts the relative energy (zero: lowest compared OMol25 entry of this formula, charge and spin) at 98.4 kcal/mol. The calculation puts the total energy at -2862.6023 a.u. The gap between HOMO and LUMO (spin up / spin down) is 6.707 / 9.307 eV.

Geometry as XYZ:
```
18
C4H11BrNO | the OMol25 dataset | ωB97M-V with the def2-TZVPD basis set
C -1.72 -1.41 -0.22
C -0.95 -0.08 1.86
C 1.36 0.03 -0.67
C -1.29 -0.08 0.35
N 1.69 1.48 -0.64
O 1.68 -0.38 -1.90
Br -1.61 1.65 -0.43
H -2.12 -1.57 -1.17
H -1.07 -2.14 0.05
H -2.61 -1.44 0.37
H -1.58 -1.00 2.22
H 0.15 -0.27 1.89
H -1.12 0.85 2.37
H 2.05 -0.45 0.20
H 0.79 1.94 -1.01
H 1.82 1.76 0.35
H 2.49 1.79 -1.26
H 0.90 -0.82 -2.26
```

Taken from the Löwdin analysis, the atomic charges in e are:
1. C -0.093
2. C -0.113
3. C -0.284
4. C -0.651
5. N 0.123
6. O 0.012
7. Br 0.790
8. H 0.079
9. H 0.064
10. H 0.086
11. H 0.130
12. H 0.075
13. H 0.063
14. H 0.160
15. H 0.074
16. H 0.168
17. H 0.194
18. H 0.122


# 6
C4H11BrOSi | ωB97M-V with the def2-TZVPD basis set

Its LUMO energy (spin up / spin down) is -0.1281 / 0.1180 eV. The highest occupied orbital energy (spin up / spin down) comes out at -6.637 / -8.229 eV. The calculation puts the relative energy (zero: lowest compared OMol25 entry of this formula, charge and spin) at 121.0 kcal/mol. The calculation puts the total energy at -3097.6169 a.u. The gap between HOMO and LUMO (spin up / spin down) is 6.509 / 8.347 eV.

Geometry as XYZ:
```
18
C4H11BrOSi | the OMol25 dataset | ωB97M-V with the def2-TZVPD basis set
C -0.05 0.73 2.71
C 1.21 1.24 -1.06
C -1.78 0.86 -1.18
C 0.57 -3.08 -0.87
O -0.60 0.64 1.42
Si -0.31 0.35 -0.16
Br 1.09 -4.18 0.48
H 0.22 -0.22 3.16
H -0.64 1.25 3.46
H 0.94 1.38 2.70
H 1.14 2.26 -0.52
H 2.27 0.77 -1.05
H 0.86 1.36 -2.07
H -2.34 1.56 -0.69
H -1.52 1.28 -2.09
H -2.50 0.10 -1.35
H -0.13 -3.45 -1.50
H 1.59 -2.83 -1.39
```

Taken from the Löwdin analysis, the atomic charges in e are:
1. C -0.161
2. C -0.218
3. C -0.191
4. C -0.642
5. O -0.307
6. Si 0.663
7. Br 0.574
8. H 0.075
9. H 0.074
10. H 0.117
11. H 0.044
12. H 0.046
13. H -0.016
14. H 0.000
15. H 0.009
16. H 0.017
17. H -0.089
18. H 0.007


The lowest total energy belongs to which entry? C4H11Br2CaNO